# C3H3O2S

2 unconnected molecules or ions with the total composition C3H3O2S in a non-equilibrium geometry (the ωB97M-V functional and the def2-TZVPD basis, OMol25).

The calculation puts the energy at -18088.6685 eV. The value obtained for the HOMO-LUMO gap is 7.5765 eV. The HOMO energy is -3.97 eV.

```
! RIJCOSX wB97M-V def2-TZVPD def2/J DEFGRID3
* xyz -1 1
S -4.642 -0.370 0.493
O -1.757 1.453 0.237
O -2.228 -0.318 -0.973
C 0.060 -0.063 -0.304
C -4.250 -0.081 -0.979
C -1.443 0.460 -0.380
H 0.287 -0.536 0.736
H 0.213 -0.929 -1.086
H 0.918 0.636 -0.381
*
```

natural (NBO) atomic charge list, values in e, 6 entries: -0.065, -0.729, -0.707, -0.737, -0.136, 0.780